i) Entry from the Open Molecules 2025 dataset: the molecule C5H6 (ωB97M-V with the def2-TZVPD basis set).

The geometry in XYZ format:
```
11
C5H6 | the Open Molecules 2025 dataset | ωB97M-V with the def2-TZVPD basis set
C 2.4778 -0.3910 -0.2050
C 1.3242 -0.0985 -0.3986
C -0.0624 0.2663 -0.5722
C -1.1183 -0.6723 -0.0500
C -0.9497 0.6451 0.6105
H 3.5052 -0.6125 -0.0147
H -0.2738 1.1059 -1.2031
H -2.0219 -0.9000 -0.6048
H -0.7113 -1.5006 0.5209
H -1.7118 1.3837 0.3574
H -0.4582 0.7739 1.5597
```

Computed properties:
highest occupied orbital energy: -9.288 eV
LUMO energy: 1.213 eV
2S+1: 1
SMILES: C#CC1CC1

=====

ii) Entry from the Open Molecules 2025 dataset: the molecule C5H6 (ωB97M-V with the def2-TZVPD basis set).

The geometry in XYZ format:
```
11
C5H6 | the Open Molecules 2025 dataset | ωB97M-V with the def2-TZVPD basis set
C 2.4736 0.2567 0.0110
C 1.3019 0.3401 -0.2561
C -0.1268 0.4761 -0.4241
C -1.0303 -0.7331 -0.4781
C -0.9646 0.0858 0.7706
H 3.5005 0.2019 0.2938
H -0.4505 1.3419 -0.9949
H -1.9238 -0.6483 -1.0908
H -0.5707 -1.7158 -0.4803
H -1.8022 0.7192 1.0426
H -0.4070 -0.3245 1.6063
```

Computed properties:
highest occupied orbital energy: -9.429 eV
LUMO energy: 1.220 eV
2S+1: 1
SMILES: C#CC1CC1

=====

Stability ranking, top entry: ii); the second entry is 0.0144 hartree less favorable.

=====

i) Entry from the Open Molecules 2025 dataset: the molecule C5H6 (ωB97M-V with the def2-TZVPD basis set).

The geometry in XYZ format:
```
11
C5H6 | the Open Molecules 2025 dataset | ωB97M-V with the def2-TZVPD basis set
C -0.8983 -0.5866 0.1912
C -1.5084 0.5354 -0.0698
C 1.3907 0.4318 -0.6210
C 0.5148 -0.7709 -0.0869
C 1.4262 0.1811 0.6653
H -1.5158 -1.4898 0.5648
H -2.6233 0.8881 -0.0513
H 1.9757 0.6724 -1.4216
H -0.9705 1.3637 -0.3509
H 0.8281 -1.7744 -0.4353
H 1.3808 0.5491 1.6156
```

Computed properties:
highest occupied orbital energy: -8.514 eV
LUMO energy: 1.129 eV
2S+1: 1
SMILES: C=CC1C=C1

=====

ii) Entry from the Open Molecules 2025 dataset: the molecule C5H6 (ωB97M-V with the def2-TZVPD basis set).

The geometry in XYZ format:
```
11
C5H6 | the Open Molecules 2025 dataset | ωB97M-V with the def2-TZVPD basis set
C -0.7694 1.4034 -1.5834
C 0.2150 0.6060 -1.9754
C -0.3725 0.3443 -0.6894
C -0.1267 0.2479 1.0329
C 0.4885 -1.0442 1.4792
H -1.3703 2.2399 -1.8499
H 0.7616 0.2455 -2.7738
H -0.9382 0.4151 1.6018
H 0.0944 -2.0318 0.9365
H 0.4642 -1.1613 2.5140
H 1.5533 -1.2647 1.3075
```

Computed properties:
highest occupied orbital energy: -7.079 eV
LUMO energy: 0.719 eV
2S+1: 1
SMILES: CC=C1C=C1

=====

iii) Entry from the Open Molecules 2025 dataset: a cluster of 2 separate species, C5H6 in total (ωB97M-V with the def2-TZVPD basis set).

The geometry in XYZ format:
```
11
C5H6 | the Open Molecules 2025 dataset | ωB97M-V with the def2-TZVPD basis set
C 3.3429 0.0268 0.2638
C 0.8813 -0.1221 -0.0540
C -1.7742 -0.7644 0.0253
C -1.6909 0.6438 0.2411
C -0.4178 -0.0788 -0.0605
H 3.3095 -0.6520 -0.6590
H 3.5261 1.1336 -0.1433
H -1.7315 -1.4529 0.8071
H -1.9157 -1.3483 -0.9956
H -1.8603 1.4840 -0.5815
H -1.6694 1.1303 1.1568
```

Computed properties:
highest occupied orbital energy: -8.081 eV
LUMO energy: -0.581 eV
2S+1: 1

=====

Stability ranking, top entry: i); the second entry is 0.0772 hartree less favorable.

=====

i) Entry from the Open Molecules 2025 dataset: the ion C6H13N2S with charge +1 (ωB97M-V with the def2-TZVPD basis set).

The geometry in XYZ format:
```
22
C6H13N2S | the Open Molecules 2025 dataset | ωB97M-V with the def2-TZVPD basis set
C -0.2933 2.1020 0.2033
C 1.1209 1.4706 0.3305
C 0.2209 -0.7406 -0.5454
C -0.3014 -1.0229 -1.9694
C -1.0365 -1.1037 1.6029
C 0.1180 -1.5298 0.6539
N -1.2308 1.2772 0.0239
N 1.2613 0.2616 -0.4737
S -0.4163 3.7866 0.2561
H 1.8576 2.1660 -0.1125
H 1.4051 1.3339 1.3110
H 0.3831 -1.7287 -2.5028
H -0.4704 -0.1625 -2.4481
H -1.2717 -1.4108 -1.7372
H -1.1108 -1.9658 2.4280
H -1.9309 -0.8813 1.1295
H -0.6812 -0.1493 1.9572
H -0.0544 -2.6086 0.5849
H 0.9484 -1.3041 1.2577
H -2.0569 1.6519 -0.4253
H 1.4375 0.7627 -1.3809
H 2.1019 -0.2042 -0.1436
```

Computed properties:
highest occupied orbital energy: -11.446 eV
charge: +1
LUMO energy: -6.389 eV
2S+1: 1

=====

ii) Entry from the Open Molecules 2025 dataset: a cluster of 2 separate species, C6H13N2S in total (ωB97M-V with the def2-TZVPD basis set).

The geometry in XYZ format:
```
22
C6H13N2S | the Open Molecules 2025 dataset | ωB97M-V with the def2-TZVPD basis set
S 0.4059 -1.2627 0.3350
C 1.1510 -2.5568 1.3409
C -1.3149 -1.5516 0.7789
H 2.2426 -2.5239 1.1863
H 0.7844 -3.5555 1.0498
H 0.9428 -2.4044 2.4133
H -1.6391 -2.5677 0.4974
H -1.4806 -1.4166 1.8610
H -1.9357 -0.8207 0.2340
C 1.6819 3.3454 3.2102
C 2.2096 4.6136 3.1548
C 2.2666 3.7216 1.0999
N 1.7322 2.8299 1.9378
N 2.5569 4.8025 1.8325
C 2.4143 5.6449 4.2072
H 1.2805 2.7825 4.0528
H 2.4330 3.5932 0.0304
H 1.4069 1.8882 1.6536
H 2.9860 5.6628 1.4465
H 2.0579 5.2560 5.1759
H 1.8528 6.5640 3.9691
H 3.4831 5.9003 4.3024
```

Computed properties:
highest occupied orbital energy: -11.165 eV
charge: +1
LUMO energy: -3.049 eV
2S+1: 1

=====

iii) Entry from the Open Molecules 2025 dataset: the ion C6H13N2S with charge +1 (ωB97M-V with the def2-TZVPD basis set).

The geometry in XYZ format:
```
22
C6H13N2S | the Open Molecules 2025 dataset | ωB97M-V with the def2-TZVPD basis set
C 1.8160 -0.2536 -0.2486
C 2.0839 1.2394 0.0925
C -0.3288 0.5538 -0.6420
C 2.7783 -1.1650 0.2790
C -2.6189 0.9893 0.2214
C -1.8961 -1.2403 -0.2312
N 0.6347 -0.5351 -0.5736
N -1.4973 0.0800 0.1540
S 0.5790 2.1699 -0.1607
H 2.4982 1.4113 1.0450
H 2.7854 1.6134 -0.5849
H -0.7281 0.7181 -1.6924
H 3.2399 -0.8059 1.2507
H 3.7014 -1.1147 -0.3338
H 2.7124 -2.2346 0.4261
H -2.2339 1.8887 0.7080
H -2.9306 1.0771 -0.7782
H -3.4158 0.6619 0.7760
H -2.5062 -1.5263 -1.1495
H -0.9127 -1.7841 -0.2452
H -2.5633 -1.7229 0.5206
H -1.1976 -0.0202 1.1665
```

Computed properties:
highest occupied orbital energy: -13.152 eV
charge: +1
LUMO energy: -2.927 eV
2S+1: 1
SMILES: CC1=N[C@@H]([NH+](C)C)SC1

=====

Stability ranking, top entry: ii); the second entry is 0.0844 hartree less favorable.

=====

i) Entry from the Open Molecules 2025 dataset: a cluster of 2 separate species, C3H12N2O2 in total (ωB97M-V with the def2-TZVPD basis set).

The geometry in XYZ format:
```
19
C3H12N2O2 | the Open Molecules 2025 dataset | ωB97M-V with the def2-TZVPD basis set
N -0.6118 1.5043 -0.2274
C 0.2510 0.4559 0.2876
C 0.1598 -0.8000 -0.5226
O -0.9663 -1.5981 -0.1601
C 1.7133 0.9773 0.1623
N 1.8282 2.0938 -0.8018
H -1.5877 1.2561 -0.1818
H -0.4256 2.4165 0.1487
H 0.0434 0.3609 1.3575
H 0.2635 -0.6018 -1.6018
H 0.9868 -1.5134 -0.4506
H -1.8283 -1.4030 -0.5685
H 2.0925 1.3912 1.1087
H 2.4784 0.2432 -0.1170
H 2.7489 2.2392 -1.1644
H 1.0947 2.0349 -1.4858
H -2.9961 -3.1655 2.1222
H -2.1700 -2.8229 0.9339
O -3.0748 -3.0688 1.1610
```

Computed properties:
highest occupied orbital energy: -8.863 eV
LUMO energy: 0.785 eV
2S+1: 1
SMILES: NC[C@@H](N)CO.O

=====

ii) Entry from the Open Molecules 2025 dataset: a cluster of 2 separate species, C3H12N2O2 in total (ωB97M-V with the def2-TZVPD basis set).

The geometry in XYZ format:
```
19
C3H12N2O2 | the Open Molecules 2025 dataset | ωB97M-V with the def2-TZVPD basis set
N -2.0892 0.6242 0.6856
C -0.7498 0.1669 0.2209
C -0.0087 1.1543 -0.6926
O 0.4839 2.2209 0.1076
C -0.8721 -1.2411 -0.4114
N 0.6034 -1.6645 -0.2515
H -2.8368 0.6946 0.0111
H -1.9129 1.5125 1.0788
H -0.2558 0.0715 1.2930
H -0.8406 1.7192 -1.1909
H 0.8146 0.9795 -1.4927
H 1.1736 1.8464 0.6571
H -1.1207 -1.0267 -1.5043
H -1.5617 -1.9946 -0.0826
H 0.7650 -2.3023 0.5539
H 1.0069 -2.0867 -1.0645
H 2.0595 -0.2160 0.0101
H 2.5404 -0.4669 1.4304
O 2.8011 0.0089 0.6419
```

Computed properties:
highest occupied orbital energy: -9.422 eV
LUMO energy: 0.833 eV
2S+1: 1
SMILES: NC[C@H](N)CO.O

=====

Stability ranking, top entry: i); the second entry is 0.0187 hartree less favorable.

=====

i) Entry from the Open Molecules 2025 dataset: a cluster of 3 separate species, C3H12N2O2 in total (ωB97M-V with the def2-TZVPD basis set).

The geometry in XYZ format:
```
19
C3H12N2O2 | the Open Molecules 2025 dataset | ωB97M-V with the def2-TZVPD basis set
C 0.3257 -1.9710 1.2376
C 0.0939 -0.6438 0.7137
C 1.0708 0.0482 0.2093
N 0.9402 1.2133 -0.5714
N -1.1892 -0.2469 0.5793
H -0.3713 -2.1766 2.0933
H -0.0152 -2.7364 0.4838
H 1.4218 -2.4168 1.2532
H 2.1109 -0.2028 0.4215
H 0.3456 1.0801 -1.3616
H 1.7422 1.8034 -0.6192
H -1.2938 0.7606 0.3468
H -1.9078 -0.9662 0.5009
H -0.6312 2.3081 0.3273
H -0.7601 3.2270 1.5080
O -1.1959 2.9562 0.7046
H -0.3237 -1.1088 -1.9194
H 0.2061 -0.4316 -3.2558
O -0.5692 -0.4962 -2.6518
```

Computed properties:
highest occupied orbital energy: -7.350 eV
LUMO energy: 0.680 eV
2S+1: 1
SMILES: C/C(N)=C/N.O.O

=====

ii) Entry from the Open Molecules 2025 dataset: a cluster of 3 separate species, C3H12N2O2 in total (ωB97M-V with the def2-TZVPD basis set).

The geometry in XYZ format:
```
19
C3H12N2O2 | the Open Molecules 2025 dataset | ωB97M-V with the def2-TZVPD basis set
C 2.1170 -0.5084 1.2039
C 0.6812 0.0595 1.0037
N -1.7937 0.7104 -0.0490
C -1.3977 -0.5905 0.1151
N -0.1910 -0.9029 0.4464
H 2.2189 -1.1902 2.0544
H 2.3763 -1.0653 0.2992
H 2.8344 0.3069 1.3052
H 0.3702 0.5365 1.9493
H 0.8330 0.8450 0.2418
H -1.1742 1.4427 0.2032
H -2.6665 0.8671 -0.5302
H -1.9272 -1.3729 -0.4222
H -1.7862 4.2302 -4.1974
H -0.3769 3.8608 -3.6458
O -1.3224 3.8236 -3.4491
H 0.1481 -3.0084 0.8349
H 0.8611 -4.0797 1.6644
O 0.1958 -3.9645 0.9721
```

Computed properties:
highest occupied orbital energy: -9.047 eV
LUMO energy: 0.649 eV
2S+1: 1
SMILES: CC/N=C\N.O.O

=====

Stability ranking, top entry: ii); the second entry is 0.0242 hartree less favorable.

=====

i) Entry from the Open Molecules 2025 dataset: a cluster of 2 separate species, C3H12N2O2 in total (ωB97M-V with the def2-TZVPD basis set).

The geometry in XYZ format:
```
19
C3H12N2O2 | the Open Molecules 2025 dataset | ωB97M-V with the def2-TZVPD basis set
N -1.3105 -0.2518 -0.8995
C -0.4111 0.0663 0.2746
C 0.3899 1.2957 -0.2136
O 1.1333 0.9683 -1.3964
C -0.9904 0.0237 1.6355
N -0.1383 0.6602 2.6154
H -2.0438 0.3939 -0.9304
H -1.7199 -1.2090 -0.7508
H 0.3241 -0.7302 0.0941
H -0.2977 2.1428 -0.3459
H 0.9297 1.6544 0.6254
H 0.4669 0.3530 -1.7397
H -2.0585 0.5892 1.5692
H -1.2467 -1.0142 1.9790
H 0.8005 0.3037 2.8160
H 0.1707 1.6382 2.5710
H 0.8869 -1.4751 -1.6924
H 1.8617 -2.4692 -1.1345
O 1.1339 -2.3872 -1.7601
```

Computed properties:
highest occupied orbital energy: -9.430 eV
LUMO energy: 0.810 eV
2S+1: 1
SMILES: NC[C@@H](N)CO.O

=====

ii) Entry from the Open Molecules 2025 dataset: a cluster of 2 separate species, C3H12N2O2 in total (ωB97M-V with the def2-TZVPD basis set).

The geometry in XYZ format:
```
19
C3H12N2O2 | the Open Molecules 2025 dataset | ωB97M-V with the def2-TZVPD basis set
C 1.3496 -0.5372 0.2776
N -0.0670 -0.9775 0.3312
C -1.0105 -1.6958 -0.4824
O -2.2582 -1.0732 -0.2436
C 1.5447 0.9605 0.0076
N 0.8463 1.7715 1.0661
H 1.8636 -1.1548 -0.4442
H 1.5794 -0.6776 1.3395
H -0.6004 -0.4250 0.9866
H -0.7936 -1.7693 -1.5612
H -1.0016 -2.7624 -0.1977
H -2.8936 -1.6133 -0.6946
H 2.6303 1.0969 0.0647
H 1.1195 1.1930 -0.9705
H 1.5207 2.5248 1.2172
H 1.0136 1.2178 1.9041
H -2.1729 1.4979 -0.4156
H -1.0796 0.8035 -1.0260
O -1.5904 1.6202 -1.1587
```

Computed properties:
highest occupied orbital energy: -8.449 eV
LUMO energy: 0.860 eV
2S+1: 1
SMILES: NCCNCO.O

=====

Stability ranking, top entry: i); the second entry is 0.0064 hartree less favorable.

=====

i) Entry from the Open Molecules 2025 dataset: a structure of composition C4H6N (ωB97M-V with the def2-TZVPD basis set).

The geometry in XYZ format:
```
11
C4H6N | the Open Molecules 2025 dataset | ωB97M-V with the def2-TZVPD basis set
C -0.2596 0.7197 -1.3087
C -0.7011 -0.9451 0.7321
C 0.4082 -1.1119 1.6058
C -0.1480 0.2336 -0.0519
N 1.0893 0.0535 0.8727
H -1.2108 0.7396 -1.8230
H 0.4078 1.5412 -1.5686
H 0.0288 -1.9093 0.6279
H -1.7062 -1.3475 0.8040
H 1.1640 0.8577 1.6035
H 1.9840 -0.2516 0.5295
```

Computed properties:
highest occupied orbital energy (spin up / spin down): -12.009 / -15.610 eV
charge: +1
LUMO energy (spin up / spin down): -4.097 / -7.581 eV
2S+1: 3

=====

ii) Entry from the Open Molecules 2025 dataset: the ion C4H6N with charge +1 (ωB97M-V with the def2-TZVPD basis set).

The geometry in XYZ format:
```
11
C4H6N | the Open Molecules 2025 dataset | ωB97M-V with the def2-TZVPD basis set
C 0.4115 1.5018 -0.4504
C 0.3600 0.3774 0.1555
C -1.3590 -0.4141 -1.4003
C 0.6374 -0.1192 1.4856
N -0.2708 -0.4644 -0.7911
H 0.7059 1.9846 -1.2811
H -1.6478 -1.3836 -1.6257
H -2.0030 0.3850 -1.6781
H 0.3935 0.6723 2.2232
H 1.7079 -0.2337 1.7104
H 0.3099 -1.0330 1.7784
```

Computed properties:
highest occupied orbital energy (spin up / spin down): -14.219 / -15.772 eV
charge: +1
LUMO energy (spin up / spin down): -5.312 / -8.508 eV
2S+1: 3

=====

Stability ranking, top entry: ii); the second entry is 0.0641 hartree less favorable.